Entry 1:
# C26H72CaF6N12O10P4S2

C26H72CaF6N12O10P4S2 as an isolated structure (ωB97M-V/def2-TZVPD, the Open Molecules 2025 dataset).

Structure (XYZ):
```
133
Properties=species:S:1:pos:R:3:forces:R:3:lowdin_charge:R:1
Ca 0.255 0.107 -0.154 -1.263 0.202 -0.136 1.388
S 3.540 -0.382 1.141 -0.313 0.373 0.110 0.469
S -3.102 0.578 -1.715 -0.290 0.460 0.252 0.464
P -0.206 1.642 3.267 0.102 -0.335 0.820 0.509
P -2.135 -2.430 1.287 -0.390 0.238 0.110 0.486
P 1.074 3.285 -1.795 -0.360 0.054 0.196 0.517
P 1.253 -2.307 -2.823 0.735 -0.471 0.001 0.526
F 4.827 -2.096 2.587 0.152 -0.167 0.165 0.145
F 2.684 -2.431 2.540 0.332 -0.212 -0.212 0.101
F -3.726 1.915 -3.902 0.138 -0.137 -0.053 0.126
F -1.591 1.539 -3.690 -0.184 0.125 -0.001 0.094
F -2.904 -0.053 -4.265 -0.150 -0.413 -0.387 0.133
F 3.919 -2.984 0.840 -0.022 -0.040 -0.055 0.123
O 0.640 -1.375 -1.853 -0.275 -0.123 -0.009 -0.363
O 4.684 -0.176 0.310 0.437 -0.032 -0.400 -0.277
O -1.791 0.170 -1.228 -0.310 -0.008 -0.305 -0.432
O -4.057 -0.483 -1.846 -0.296 -0.555 0.063 -0.289
O 2.278 -0.470 0.392 0.943 -0.439 0.424 -0.473
O -0.064 1.365 1.820 0.373 0.025 -0.457 -0.343
O -3.601 1.787 -1.107 0.213 0.115 -0.040 -0.296
O 0.616 1.885 -1.573 0.497 0.144 0.125 -0.364
O 3.449 0.416 2.335 -0.123 0.055 0.130 -0.281
O -0.986 -1.557 0.975 0.901 0.004 -0.336 -0.353
N -0.034 4.372 -1.242 0.168 0.053 -0.097 -0.289
N 1.320 3.634 -3.381 0.215 -0.191 -0.279 -0.294
N 1.405 -3.814 -2.183 0.009 0.031 0.341 -0.293
N 0.535 3.000 3.836 0.087 0.002 0.247 -0.289
N -1.662 -3.812 2.027 0.240 -0.886 0.626 -0.272
N -3.039 -2.781 -0.025 0.707 -0.331 -0.440 -0.274
N 2.753 -1.883 -3.358 -0.953 0.838 -0.659 -0.292
N -1.797 1.778 3.654 -0.470 0.464 -0.604 -0.293
N 2.484 3.656 -1.053 -0.358 -0.618 -0.038 -0.300
N 0.430 0.473 4.219 -0.007 -0.631 -0.365 -0.279
N 0.391 -2.434 -4.218 0.546 0.259 -0.474 -0.272
N -3.205 -1.721 2.286 -0.166 0.177 1.281 -0.282
C 1.353 -4.051 -0.743 -0.297 -0.180 -0.624 -0.090
C 0.574 -0.901 3.723 -0.092 0.407 0.427 -0.081
C 1.987 3.091 3.808 0.165 0.130 0.137 -0.084
C 1.625 -4.987 -3.019 -0.384 0.217 0.282 -0.086
C -2.820 1.016 -3.492 0.439 0.520 0.318 -0.654
C 0.307 5.666 -0.699 -0.707 0.102 0.627 -0.112
C -1.439 4.203 -1.609 0.176 0.075 0.223 -0.082
C -3.600 -2.241 3.579 -0.586 -0.628 -0.056 -0.106
C -0.273 -4.044 2.411 0.036 0.040 -0.694 -0.106
C -4.391 -3.230 0.027 -1.288 0.042 0.534 -0.118
C -0.995 -2.744 -4.055 -1.236 -0.120 1.009 -0.108
C -3.773 -0.437 1.917 0.255 -0.428 -1.495 -0.077
C 0.673 4.734 -4.047 -0.698 -0.284 -0.565 -0.099
C 3.965 -2.304 -2.746 0.974 -0.246 1.012 -0.103
C 2.003 2.683 -4.254 0.542 0.559 0.581 -0.091
C 0.654 0.654 5.630 0.400 -0.250 0.310 -0.115
C -2.564 -4.992 2.079 0.969 0.985 -1.250 -0.063
C -2.373 1.501 4.951 0.035 0.156 0.005 -0.104
C 3.756 -2.072 1.803 -0.201 0.064 0.091 -0.659
C -2.352 -3.047 -1.269 0.858 0.095 -0.111 -0.127
C -2.598 2.637 2.786 -0.627 0.177 0.184 -0.099
C -0.167 4.099 4.435 -0.107 1.043 0.257 -0.114
C 3.330 4.707 -1.544 0.640 0.324 0.696 -0.108
C 2.925 2.991 0.154 0.852 0.580 0.442 -0.084
C 2.786 -0.531 -3.933 0.409 0.113 -0.164 -0.095
C 0.964 -2.826 -5.475 0.628 -1.025 -0.692 -0.133
H 2.159 2.383 0.621 -0.100 -0.103 -0.096 0.055
H -1.972 3.129 2.045 -0.082 -0.057 -0.118 0.078
H -5.050 -2.492 -0.441 0.009 -0.235 -0.314 0.084
H 2.210 0.183 -3.340 -0.141 -0.256 -0.018 0.052
H 3.846 2.419 -0.002 -0.263 -0.285 -0.140 0.088
H 3.849 5.153 -0.684 -0.083 -0.035 -0.047 0.087
H -0.369 -1.452 3.798 0.004 -0.021 -0.125 0.075
H -1.492 -1.963 -3.478 0.040 0.069 -0.257 0.059
H 0.067 -4.987 1.968 -0.046 -0.095 0.322 0.083
H -3.397 2.078 2.287 0.328 0.110 -0.172 0.067
H 0.350 -3.290 1.935 -0.008 0.190 0.283 0.045
H 2.445 -0.513 -4.973 -0.177 -0.042 0.124 0.081
H 2.245 -4.762 -3.884 0.036 0.017 -0.050 0.075
H -2.777 -2.647 4.169 0.136 0.189 -0.061 0.077
H 4.125 4.329 -2.190 -0.165 0.192 -0.373 0.089
H 0.630 5.615 -3.416 0.115 0.181 -0.135 0.062
H -2.009 -5.802 2.535 -0.311 -0.071 0.472 0.083
H 1.297 2.110 -4.855 0.118 -0.135 -0.070 0.094
H -2.755 -5.296 1.043 -0.255 -0.156 0.112 0.076
H 3.816 -0.166 -3.948 0.007 -0.139 0.075 0.093
H 0.384 6.443 -1.471 0.160 0.056 0.104 0.075
H 1.316 -1.405 4.346 0.021 0.052 -0.122 0.091
H 2.748 5.522 -1.966 0.133 -0.086 -0.503 0.070
H 4.386 -1.525 -2.101 0.111 0.108 -0.204 0.083
H -4.741 -0.584 1.424 -0.379 0.321 0.679 0.098
H 0.661 -5.390 -3.353 0.148 -0.132 -0.119 0.082
H -3.120 3.400 3.377 0.297 0.131 0.002 0.088
H -1.522 3.355 -2.279 -0.233 0.000 0.010 0.055
H 2.316 -4.437 -0.401 -0.096 0.041 0.227 0.080
H 1.694 0.397 5.867 -0.047 0.104 0.040 0.092
H 2.432 2.098 3.795 0.022 -0.038 -0.374 0.064
H 1.177 5.652 -0.047 0.301 -0.137 -0.338 0.077
H -2.027 -4.095 -1.397 -0.509 -0.077 0.102 0.088
H -4.337 -3.055 3.480 0.045 0.086 0.042 0.066
H -0.354 4.488 -4.360 0.021 0.040 0.173 0.087
H -3.504 -4.729 2.546 -0.114 -0.383 0.354 0.055
H 0.474 4.617 5.158 0.171 -0.217 -0.102 0.085
H -0.467 4.883 3.724 -0.097 -0.184 -0.048 0.086
H 3.815 -3.131 -2.054 -0.189 -0.241 -0.219 0.074
H 0.928 -0.876 2.699 -0.163 -0.124 0.023 0.040
H -3.191 -0.016 1.088 0.229 0.134 0.405 0.065
H -1.996 2.185 5.719 0.025 -0.198 0.205 0.071
H -1.036 3.805 5.019 -0.148 -0.156 -0.263 0.059
H 0.024 -0.002 6.244 -0.103 0.087 -0.108 0.085
H -2.954 -2.718 -2.114 -0.099 -0.093 0.109 0.081
H 3.228 3.776 0.863 -0.251 -0.138 0.159 0.077
H -1.826 5.107 -2.090 0.066 -0.072 -0.139 0.092
H -4.124 -1.475 4.147 0.243 0.190 0.029 0.080
H -3.733 0.237 2.766 -0.385 -0.024 -0.039 0.055
H 2.643 2.040 -3.650 -0.351 -0.137 0.003 0.057
H -3.444 1.689 4.886 -0.083 -0.190 -0.004 0.088
H -4.526 -4.222 -0.416 0.103 0.100 -0.302 0.088
H 2.124 -5.747 -2.418 0.079 -0.035 -0.090 0.086
H -1.414 -2.484 -1.287 -0.296 0.153 -0.030 0.046
H -4.769 -3.347 1.049 0.285 0.175 0.027 0.073
H 2.053 -2.800 -5.453 -0.084 0.450 0.074 0.071
H 0.596 -2.238 -6.318 -0.045 0.189 0.146 0.088
H 2.372 3.584 4.708 -0.282 -0.005 0.061 0.087
H 4.697 -2.607 -3.498 0.101 0.044 0.033 0.089
H 1.197 4.922 -4.985 0.222 0.353 0.183 0.085
H -2.035 4.012 -0.716 -0.092 -0.104 -0.066 0.081
H 2.724 3.232 -4.871 -0.328 -0.002 -0.305 0.089
H 0.770 -3.886 -5.723 -0.340 0.179 0.143 0.084
H 1.085 -3.125 -0.244 0.147 0.034 0.149 0.057
H -2.214 0.466 5.244 0.061 -0.007 0.123 0.077
H 2.327 3.682 2.961 0.167 -0.101 -0.180 0.067
H 0.562 -4.785 -0.546 0.094 -0.026 0.190 0.084
H 0.477 1.685 5.922 -0.005 0.020 0.040 0.075
H -0.110 -4.034 3.490 -0.030 -0.100 0.029 0.085
H -1.144 -3.660 -3.459 0.090 -0.067 -0.310 0.072
H -1.531 -2.873 -4.990 0.222 0.135 -0.238 0.099
H -0.509 5.958 -0.024 0.003 0.076 -0.201 0.088
```
Forces are in eV/Å.

Computed properties:
energy above the lowest of the compared OMol25 structures with the same formula, charge and spin	0.000	eV
LUMO energy	0.55	eV
electronic energy	-5882.4508	a.u.
charge	0
HOMO energy	-8.57	eV
HOMO-LUMO gap	9.12	eV

Entry 2:
# C26H72F12N6O6P2

A 8-piece molecular cluster, C26H72F12N6O6P2 overall (ωB97M-V/def2-TZVPD, the Open Molecules 2025 dataset).

Structure (XYZ):
```
124
Properties=species:S:1:pos:R:3:forces:R:3:lowdin_charge:R:1
P -1.034 3.217 5.298 -2.077 1.251 2.207 0.243
P -0.467 0.673 0.488 -0.888 1.932 -0.028 0.232
F 0.223 0.366 1.950 -0.579 -0.196 -0.207 -0.174
F -2.162 2.386 6.150 0.474 -0.079 -1.184 -0.175
F 0.137 -0.692 -0.043 0.625 -1.355 -0.766 -0.165
F -1.461 2.437 3.929 -0.118 -0.437 -0.375 -0.206
F -0.669 3.925 6.745 0.462 -0.184 -2.205 -0.154
F 0.140 3.949 4.431 -0.053 0.783 0.132 -0.179
F -1.093 1.036 -1.029 0.530 -0.345 1.269 -0.193
F 0.078 2.054 5.547 0.105 -0.715 0.393 -0.198
F -0.969 2.122 1.053 -0.047 -1.467 -0.377 -0.138
F -2.119 4.411 4.912 1.419 -1.215 0.432 -0.169
F 0.933 1.389 0.056 0.460 0.315 -0.353 -0.187
F -1.821 -0.135 0.821 0.244 0.748 0.591 -0.138
O -4.015 3.035 -2.501 0.698 1.152 -0.398 -0.060
O 2.374 5.125 3.109 -1.092 -4.895 -3.280 0.172
O 2.915 -2.556 -1.364 -0.358 -0.302 0.424 -0.072
O 4.631 0.413 -5.581 -0.102 0.069 0.092 -0.040
O -2.225 -2.380 6.835 0.971 -0.633 -4.280 0.185
O -5.957 -4.106 -1.825 0.861 0.415 0.636 -0.057
N -3.250 -3.265 -1.056 2.703 -2.560 -0.389 -0.289
N -1.748 4.968 -2.069 2.009 -0.059 0.959 -0.313
N 2.291 0.452 -3.493 -0.151 -1.106 0.075 -0.272
N 3.543 -3.065 1.448 4.306 -0.150 1.816 -0.325
N 1.819 2.719 2.651 2.910 1.644 1.268 0.099
N -1.219 -2.614 4.645 -3.455 1.025 -0.048 0.129
C -1.812 4.380 -0.634 -1.573 -0.401 -1.305 0.028
C -1.685 -3.211 -1.067 -0.852 1.570 -0.630 -0.014
C -3.640 -3.657 -2.536 -1.783 0.568 1.505 -0.046
C 3.100 0.736 -2.219 -0.456 -1.105 -1.196 0.020
C 4.380 -0.741 -4.816 -0.817 0.886 -0.198 -0.222
C -2.118 -3.013 5.788 -0.777 -0.824 6.183 -0.379
C 0.851 0.003 -3.032 0.754 2.074 -1.349 0.020
C -3.118 5.301 -2.737 1.253 -0.506 0.950 -0.045
C -5.147 -3.482 -2.819 -0.886 -1.376 -0.730 -0.217
C 2.910 -0.749 -4.356 -0.200 -0.151 1.245 -0.061
C -3.833 4.131 -3.439 0.110 0.266 1.205 -0.179
C 2.162 4.213 2.293 1.240 3.689 1.398 -0.277
C 2.566 2.192 3.953 -2.073 0.602 -0.255 0.055
C -2.688 -4.433 5.759 -0.075 1.628 -1.248 0.038
C -3.862 -1.986 -0.565 -0.141 -0.765 0.017 0.029
C 5.029 -2.716 1.111 -1.236 -0.719 -1.240 0.042
C 2.236 1.779 -4.297 0.037 -0.946 0.809 0.041
C 2.894 -1.708 1.677 -0.666 -1.204 0.643 0.021
C 3.060 -4.167 0.554 -2.277 1.931 -0.457 -0.077
C 2.322 4.402 0.738 0.018 0.374 1.221 0.018
C -0.882 4.053 -2.926 -1.675 0.394 -0.412 -0.003
C -3.467 -4.459 -0.115 -1.672 -0.176 -0.426 0.003
C -1.893 -1.273 4.139 2.331 1.048 -0.692 0.073
C 3.742 -3.779 2.797 -0.900 0.235 -0.136 0.011
C 2.208 -3.527 -0.600 0.858 -1.387 0.436 -0.189
C -0.932 6.238 -1.959 -0.176 0.788 0.725 -0.009
H 3.645 2.322 3.870 -0.255 -0.221 -0.425 0.105
H 2.395 -4.747 1.194 -0.290 -0.127 -0.334 0.128
H 2.536 1.473 -1.647 0.414 0.100 -0.129 0.084
H -2.137 -0.585 4.949 0.174 -0.485 0.390 0.114
H -1.396 3.110 -3.113 -0.025 -0.016 0.389 0.091
H 1.777 2.562 -3.692 -0.007 -0.272 0.332 0.081
H 3.327 4.182 0.378 0.291 -0.345 0.507 0.092
H -0.951 6.855 -2.857 -0.182 -0.305 -0.072 0.115
H -1.841 -5.118 5.742 -0.205 -0.294 0.327 0.105
H 3.127 -0.209 -1.676 -0.018 0.101 0.091 0.072
H 5.489 -2.127 1.904 -0.179 -0.100 -0.167 0.120
H 4.994 0.225 -6.450 0.154 -0.163 -0.082 0.116
H -4.573 2.332 -2.842 -0.215 0.252 -0.381 0.095
H -1.136 -4.019 -1.549 -0.979 -0.706 0.156 0.106
H -3.260 -4.539 4.838 -0.116 -0.404 -0.141 0.088
H -1.462 -2.369 -1.723 0.232 0.437 0.542 0.087
H -2.512 4.929 -0.005 0.232 0.447 -0.204 0.122
H -4.767 4.610 -3.734 -0.264 -0.390 -0.195 0.137
H 4.958 -2.205 0.151 0.448 0.238 0.221 0.096
H -3.277 3.840 -4.330 -0.077 -0.186 -0.015 0.118
H 1.621 1.675 -5.190 0.473 -0.283 -0.105 0.117
H -0.248 -2.619 4.920 0.343 0.704 0.161 0.181
H 2.731 -4.076 3.076 0.146 0.277 0.703 0.102
H 2.830 -1.632 -3.722 -0.130 0.187 0.556 0.100
H -4.535 -4.674 -0.100 -0.013 0.300 0.274 0.100
H 2.950 -0.993 0.856 -0.026 -0.625 -0.242 0.099
H 1.295 -3.062 -0.228 0.269 0.234 0.205 0.098
H 0.730 -0.786 -2.291 0.898 -0.009 -0.278 0.078
H 2.243 2.237 1.871 -0.321 -0.463 -0.319 0.111
H 4.484 -1.682 -5.357 0.056 -0.007 -0.245 0.139
H 3.443 -1.314 2.533 -0.109 0.107 -0.086 0.106
H -3.050 -3.084 -3.251 0.134 -0.036 0.262 0.136
H -2.730 -1.327 3.443 -0.062 -1.157 0.358 0.106
H -1.082 -0.822 3.568 -0.173 0.335 0.011 0.066
H 5.497 -3.688 0.956 0.399 0.318 0.213 0.113
H 4.284 -3.140 3.493 -0.457 0.051 0.045 0.118
H -3.509 -1.195 -1.226 -0.118 0.117 0.369 0.114
H 2.257 5.479 0.580 -0.426 -0.079 -0.088 0.095
H 3.285 2.033 -4.450 -0.299 0.016 -0.584 0.101
H -0.832 4.321 -0.160 -0.090 0.001 -0.457 0.087
H 1.652 3.812 0.112 -0.330 0.100 0.314 0.043
H -2.825 6.101 -3.417 -0.499 -0.232 -0.368 0.134
H 4.113 0.990 -2.531 -0.167 0.430 0.223 0.112
H -5.236 -4.048 -3.746 -0.068 -0.039 -0.300 0.133
H -1.328 -3.084 -0.045 -0.136 0.300 -0.190 0.087
H -4.947 -2.096 -0.565 0.030 -0.047 -0.453 0.113
H 3.698 -2.975 -1.729 0.180 -0.159 -0.281 0.105
H 1.872 -1.910 1.998 -0.094 0.384 -0.226 0.097
H 2.145 1.198 4.105 0.605 -0.179 -0.252 0.078
H -3.087 -4.293 0.893 0.010 0.498 -0.238 0.095
H -5.627 -2.540 -3.081 0.856 0.583 0.439 0.132
H 2.185 2.727 4.823 0.021 0.434 -0.356 0.086
H 5.096 -0.786 -3.996 -0.123 0.050 0.308 0.120
H 0.109 6.060 -1.691 -0.072 -0.598 -0.250 0.100
H 4.306 -4.707 2.706 0.112 0.167 -0.533 0.124
H -1.406 -3.351 3.980 0.424 -0.126 -0.529 0.144
H -0.888 4.594 -3.872 0.813 -0.211 -0.145 0.116
H -3.661 5.760 -1.912 -0.383 -0.225 -0.179 0.148
H 0.303 -0.171 -3.958 0.004 -0.328 0.108 0.106
H -3.615 -1.854 0.488 0.503 0.224 -0.281 0.095
H -6.532 -4.805 -2.143 -0.009 0.024 -0.428 0.117
H -3.378 -4.478 6.602 0.408 -0.436 -0.004 0.117
H 0.816 2.619 2.595 -0.868 -0.297 0.742 0.108
H -3.497 -4.735 -2.612 0.556 0.193 0.065 0.137
H 0.460 0.933 -2.620 -0.176 -0.282 0.206 0.063
H 0.093 3.884 -2.469 -0.185 0.330 -0.067 0.089
H 1.893 -4.408 -1.160 -0.075 0.150 -0.627 0.129
H 2.198 -1.003 -5.142 0.115 0.834 -0.340 0.136
H 3.856 -4.861 0.283 0.227 0.537 -0.275 0.151
H -2.304 3.425 -0.818 0.490 -0.234 0.447 0.077
H -3.037 -5.385 -0.495 0.433 0.410 -0.356 0.113
H -1.288 6.824 -1.112 -0.455 0.066 -0.210 0.119
```
Forces are in eV/Å.

Computed properties:
LUMO energy	-9.53	eV
electronic energy	-3693.7743	a.u.
charge	+4
HOMO energy	-17.72	eV
HOMO-LUMO gap	8.19	eV

- Look up the LUMO energy of the second one.
  -9.53 eV